DFT (the ωB97M-V functional and the def2-TZVPD basis) results for a cluster of 3 separate species, C4H9NO2 in total at a distorted geometry.

As for the relative energy (zero: lowest compared OMol25 entry of this formula, charge and spin): 333.7 kJ/mol. As for the HOMO-LUMO gap: 10.6720 eV. Its spin multiplicity is 1. The value obtained for the largest force on an atom is 4.8 eV/A. The total charge is 0.

Structure (XYZ):
```
16
Properties=species:S:1:pos:R:3:mulliken_charge:R:1
H -3.30 0.29 1.32 0.30
C 0.80 -1.50 -0.51 0.30
H 3.34 0.37 -1.51 0.23
H 2.19 0.77 -0.21 0.26
H -1.91 1.12 2.05 0.25
H -0.40 -2.19 -1.00 0.27
O 1.67 -0.91 -1.38 -0.30
C -1.38 0.19 0.36 0.20
H -2.72 1.84 0.61 0.32
H -0.99 1.45 -1.03 0.21
O 1.00 -1.47 0.68 -0.50
C -2.43 0.92 1.10 -1.07
H -1.12 -0.76 0.86 0.30
N -0.65 0.59 -0.59 -0.47
H 3.23 -0.65 -0.01 0.26
C 2.67 -0.06 -0.74 -0.57
```

DFT (the ωB97M-V functional and the def2-TZVPD basis) results for an isolated molecule of C4H9NO2 at a distorted geometry.

As for the relative energy (zero: lowest compared OMol25 entry of this formula, charge and spin): 81.8 kJ/mol. As for the HOMO-LUMO gap: 10.2587 eV. Its spin multiplicity is 1. The value obtained for the largest force on an atom is 2.2 eV/A. The total charge is 0.

Structure (XYZ):
```
16
Properties=species:S:1:pos:R:3:mulliken_charge:R:1
H -1.12 1.24 -0.67 0.31
H 0.00 -1.76 0.95 0.32
H 0.96 2.35 0.68 0.37
O -1.75 -1.52 -0.49 -0.45
C -1.18 -0.63 -1.41 0.40
C 0.17 0.25 0.67 0.51
C 1.20 1.32 1.02 -1.41
H 1.29 -1.38 0.12 0.27
N 0.74 -1.07 0.93 -0.72
H 1.34 1.43 2.09 0.32
H 2.15 1.21 0.48 0.36
O -1.31 -0.84 -2.57 -0.53
H -0.63 0.40 1.39 0.26
C -0.34 0.47 -0.75 -0.67
H -1.95 -2.29 -1.00 0.31
H 0.42 0.81 -1.45 0.37
```

DFT (the ωB97M-V functional and the def2-TZVPD basis) results for a cluster of 2 separate species, C4H9NO2 in total at a distorted geometry.

As for the relative energy (zero: lowest compared OMol25 entry of this formula, charge and spin): 334.3 kJ/mol. As for the HOMO-LUMO gap: 10.4962 eV. Its spin multiplicity is 1. The value obtained for the largest force on an atom is 1.2 eV/A. The total charge is 0.

Structure (XYZ):
```
16
Properties=species:S:1:pos:R:3:mulliken_charge:R:1
O 2.11 -0.42 0.64 -0.27
H 0.87 1.72 0.15 0.22
O -0.82 1.02 -2.26 -0.50
H 0.43 -0.32 -1.41 0.40
H -0.31 -1.22 0.76 0.24
H -2.63 -0.32 -1.03 0.29
H -2.01 -1.57 1.10 0.35
C -1.33 -0.88 0.62 -1.04
H 2.02 2.76 1.19 0.29
C -1.65 -0.76 -0.87 -0.24
C -0.60 0.05 -1.58 -0.06
H -1.43 0.09 1.10 0.29
C 1.74 1.80 0.80 -0.21
H -1.63 -1.76 -1.32 0.28
N 2.46 0.83 1.14 -0.36
H 2.78 -1.02 0.98 0.33
```

For reference, LUMO energy by record: 0.969; 0.680; 0.804 eV.